No. 1
Density functional theory data (wB97M-V/def2-TZVPD) for 2 unconnected molecules or ions with the total composition C4H13N3 in a non-equilibrium geometry.

Element x y z (Å)
C1 -2.4831 -0.5815 -0.8852
C2 2.2293 0.9884 0.8225
C3 1.5058 -0.3964 1.1014
C4 0.0707 -0.5475 0.8292
N1 -2.5430 -1.6787 -1.5568
N2 -0.3145 -0.1808 -0.4632
N3 -0.1024 1.2165 -0.7956
H1 -3.2226 0.1970 -0.6541
H2 2.4803 0.9957 -0.2269
H3 1.6473 1.8563 1.0869
H4 3.1504 1.1247 1.3874
H5 1.6989 -0.6046 2.2028
H6 2.0084 -1.2639 0.5575
H7 -0.3520 -1.5861 0.9841
H8 -0.4378 0.0656 1.7247
H9 -3.4310 -2.1022 -1.8793
H10 -1.6388 -2.1441 -1.7292
H11 -0.1599 1.1842 -1.8207
H12 0.8354 1.5984 -0.2757
H13 -0.9413 1.8589 -0.4098

Results
ΔE to the lowest compared entry with this formula, charge and spin, kcal per mole: 182.6
Frontier orbital gap (spin up / spin down), eV: 8.3 / 8.4
Total charge: +2
E_LUMO (spin up / spin down), hartree: -0.37935 / -0.37941
Total energy, Ha: -323.601994

These are the Mulliken partial charges, in e, on atoms 1 to 5: C 0.176; C -1.420; C -0.236; C -0.457; N -0.185


No. 2
Density functional theory data (wB97M-V/def2-TZVPD) for 2 unconnected molecules or ions with the total composition CH4O3PS in a non-equilibrium geometry.

Element x y z (Å)
C1 -0.5245 -0.9772 -0.7946
O1 1.2965 1.2883 1.1782
O2 -0.6225 2.4540 0.1325
O3 1.4099 2.0195 -1.1934
P1 -0.4390 -1.8677 0.7354
S1 0.5796 1.6420 -0.0483
H1 0.1819 -1.3485 -1.5321
H2 -1.5246 -0.8614 -1.1915
H3 -1.1502 -0.9621 1.5302
H4 0.7929 -1.3869 1.1837

Results
ΔE to the lowest compared entry with this formula, charge and spin, kcal per mole: 105.3
Frontier orbital gap (spin up / spin down), eV: 6.8 / 7.8
Total charge: -1
E_LUMO (spin up / spin down), hartree: 0.13280 / 0.14142
Total energy, Ha: -1005.727268

These are the Mulliken partial charges, in e, on atoms 1 to 5: C -0.715; O -0.529; O -0.537; O -0.556; P -0.056


Look up the ΔE to the lowest compared entry with this formula, charge and spin of the second one.
105.3 kcal per mole


Which of these has the highest ΔE to the lowest compared entry with this formula, charge and spin?
C4H13N3


Among the records above, which one has the highest total energy?
C4H13N3